DFT (the ωB97M-V functional and the def2-TZVPD basis) results for a structure of composition C21H42CoN3OS.

For the HOMO energy (alpha / beta), the calculation gives -0.7616 / -0.7626 Ha. As for the total energy: -2844.36440 Ha. For the frontier orbital gap (alpha / beta), the calculation gives 9.633 / 6.221 eV. Its expectation value of S² is 6.026.

Structure (ORCA input):
```
! wB97M-V def2-TZVPD RIJCOSX def2/J DEFGRID3
* xyz 4 5
Co 0.28 0.04 0.58
S 0.14 -2.71 -0.97
O -0.36 -1.24 -0.68
N -0.13 -0.26 2.77
N -1.10 0.59 6.39
N 2.24 -0.40 0.86
C -0.51 -0.18 5.24
C -0.62 2.22 0.10
C -0.69 0.54 3.89
C -1.38 -3.64 -1.21
C -2.34 1.47 -1.57
C -0.35 3.07 1.32
C -1.66 0.74 -3.88
C -1.35 1.29 -2.52
C -3.05 1.90 0.78
C -1.98 1.85 -0.25
C 0.38 2.09 -0.87
C -2.35 -3.04 -2.21
C 3.36 -0.62 1.01
C 4.76 -0.93 1.22
C -0.01 1.70 -2.22
C 5.09 -2.39 0.87
C -3.79 1.26 -1.90
C 0.96 1.92 -3.31
C 0.80 -2.62 -2.67
C 1.76 2.64 -0.64
C 2.31 -2.76 -2.69
H -4.16 0.30 -1.53
H 0.55 -0.32 5.47
H 5.33 -0.23 0.59
H 2.80 -1.95 -2.16
H -0.20 1.51 3.90
H 0.45 -1.66 -3.05
H -3.58 2.87 0.71
H 2.62 -3.71 -2.25
H -3.25 -3.66 -2.25
H -0.84 0.15 -4.28
H -0.61 -1.15 2.74
H -1.94 -3.02 -3.22
H -2.55 0.12 -3.86
H 1.94 1.49 -3.09
H -1.81 -3.74 -0.21
H -2.11 0.72 6.31
H 5.00 -0.69 2.26
H -0.68 1.52 6.51
H 1.14 3.00 -3.40
H 0.30 -3.41 -3.24
H 0.62 1.57 -4.28
H 2.05 2.63 0.40
H -1.03 -4.64 -1.50
H 2.52 2.11 -1.21
H 0.84 -0.49 2.99
H 0.59 2.84 1.81
H 5.00 -2.57 -0.20
H 4.46 -3.08 1.42
H -2.64 -2.03 -1.92
H 2.65 -2.75 -3.72
H -3.81 1.14 0.60
H -3.97 1.30 -2.97
H 1.78 3.69 -0.96
H -2.68 1.82 1.79
H -0.99 -1.15 5.23
H -0.28 4.11 1.00
H -0.94 0.09 7.27
H -1.85 1.55 -4.59
H -1.75 0.70 3.69
H 6.13 -2.58 1.16
H -1.15 3.02 2.06
H -4.40 2.04 -1.45
*
```